No. 1
Here is a cluster of 2 separate species, C4H10O3 in total in a non-equilibrium geometry from the OMol25 dataset. Energies are from ωB97M-V/def2-TZVPD.

XYZ file:
```
17
Properties=species:S:1:pos:R:3:lowdin_charge:R:1
C -2.154 -1.355 -0.089 0.015
C -1.480 -0.021 -0.226 -0.457
O -2.043 1.048 -0.007 0.079
O -0.564 -0.103 -1.414 -0.092
O -0.320 1.243 -1.911 -0.012
H -2.751 -1.364 0.827 0.095
H -2.828 -1.515 -0.933 0.104
H -1.407 -2.150 -0.053 0.091
H -0.717 1.768 -1.182 0.074
C 1.243 0.566 1.017 -0.162
C 2.395 0.044 0.211 -0.163
H 1.084 1.635 0.875 0.070
H 1.336 0.312 2.075 0.065
H 0.103 0.131 0.768 0.088
H 3.333 0.456 0.603 0.070
H 2.311 0.352 -0.833 0.064
H 2.460 -1.046 0.271 0.070
```

Values from the calculation:
HOMO energy   -10.29 eV
ΔE to the lowest compared entry with this formula, charge and spin   4.334 eV
Kohn-Sham gap   10.44 eV
Structure (SMILES)   CC(=O)OO.CC

---

No. 2
Here is a cluster of 4 separate species, C36H78ClF2N3O5PS in total from the OMol25 dataset. Energies are from ωB97M-V/def2-TZVPD.

XYZ file:
```
127
Properties=species:S:1:pos:R:3:lowdin_charge:R:1
C 7.171 -1.978 1.064 -0.111
C 7.130 -0.504 0.634 -0.246
C 6.419 -0.294 -0.720 -0.203
C 5.177 0.613 -0.663 -0.206
C 4.000 0.069 -1.470 -0.223
C 2.724 0.906 -1.311 -0.186
C 1.425 0.091 -1.231 -0.186
C 1.303 -0.955 -2.343 -0.131
C 0.249 -2.065 -2.178 -0.352
C 0.232 -2.926 -3.443 -0.020
C 0.632 -2.923 -0.937 -0.095
N -0.423 -3.689 -0.312 -0.138
C -0.312 -5.116 -0.277 -0.425
S -0.398 -5.952 -1.921 0.874
C 1.050 -7.054 -1.879 -0.524
C 1.777 -7.118 -3.227 -0.155
C -1.655 -2.957 -0.044 -0.392
C -2.745 -3.832 0.587 -0.171
C -2.399 -4.471 1.949 -0.179
C -3.229 -3.913 3.120 -0.264
N -4.641 -3.779 2.763 0.012
C -1.288 -1.816 0.946 0.000
C -2.376 -0.835 1.299 -0.482
O -3.371 -0.998 1.890 0.166
F -2.046 0.411 0.827 0.042
C -2.158 -2.418 -1.438 -0.293
P -4.028 -2.165 -1.610 0.696
O -4.105 -1.978 -3.236 -0.345
Cl -4.278 -0.209 -1.081 0.414
N -1.138 -1.407 -1.947 0.022
C -1.568 -0.395 -3.001 -0.054
C -1.755 -0.751 -4.487 -0.356
C -0.751 -0.109 -5.427 -0.018
F -2.996 -0.214 -4.816 -0.022
H 7.238 -2.081 2.148 0.066
H 6.282 -2.520 0.731 0.061
H 8.038 -2.488 0.641 0.072
H 8.158 -0.150 0.538 0.092
H 6.660 0.094 1.417 0.098
H 6.113 -1.276 -1.097 0.096
H 7.127 0.102 -1.450 0.099
H 5.434 1.607 -1.041 0.116
H 4.856 0.718 0.378 0.108
H 4.281 0.014 -2.527 0.121
H 3.824 -0.967 -1.151 0.106
H 2.806 1.518 -0.410 0.115
H 2.632 1.609 -2.144 0.118
H 0.593 0.802 -1.331 0.111
H 1.336 -0.333 -0.227 0.101
H 2.245 -1.476 -2.529 0.129
H 1.095 -0.421 -3.272 0.113
H -0.725 -3.406 -3.635 0.071
H 0.502 -2.341 -4.319 0.076
H 0.956 -3.728 -3.337 0.072
H 1.124 -2.284 -0.198 0.116
H 1.397 -3.619 -1.279 0.137
H 0.633 -5.429 0.175 0.095
H -1.109 -5.530 0.325 0.051
H 1.712 -6.686 -1.094 0.064
H 0.721 -8.048 -1.578 0.068
H 1.482 -7.995 -3.802 0.073
H 1.576 -6.235 -3.834 0.048
H 2.854 -7.181 -3.074 0.074
H -3.020 -4.613 -0.130 0.123
H -3.650 -3.241 0.722 0.061
H -2.583 -5.546 1.880 0.114
H -1.334 -4.375 2.180 0.109
H -2.825 -2.952 3.438 0.098
H -3.098 -4.586 3.971 0.114
H -4.967 -2.834 2.915 0.065
H -5.227 -4.389 3.316 0.074
H -0.444 -1.223 0.601 0.095
H -0.952 -2.294 1.867 0.146
H -2.061 -3.285 -2.101 0.106
H -4.418 -2.790 -3.660 0.078
H -0.981 -0.778 -1.154 0.126
H -0.837 0.407 -2.917 0.119
H -2.508 0.021 -2.654 0.055
H -1.825 -1.825 -4.651 0.126
H -1.211 -0.035 -6.411 0.096
H 0.160 -0.694 -5.537 0.072
H -0.497 0.901 -5.101 0.094
C -4.064 6.004 2.500 -0.069
C -2.828 5.123 2.452 -0.279
O -2.598 4.378 3.635 -0.156
C -3.618 3.466 4.004 -0.273
C -3.874 2.374 2.980 -0.085
H -4.015 6.686 3.350 0.087
H -4.132 6.595 1.586 0.081
H -4.983 5.422 2.584 0.045
H -1.938 5.743 2.342 0.119
H -2.868 4.461 1.578 0.104
H -4.550 3.997 4.232 0.102
H -3.270 3.024 4.937 0.121
H -4.248 2.776 2.037 0.066
H -4.625 1.681 3.363 0.080
H -2.963 1.814 2.772 0.058
C 11.226 2.458 -2.292 -0.076
C 9.744 2.147 -2.182 -0.283
O 9.285 1.966 -0.853 -0.182
C 9.446 3.072 0.020 -0.276
C 8.716 4.327 -0.426 -0.076
H 11.819 1.678 -1.812 0.083
H 11.513 2.513 -3.343 0.079
H 11.481 3.412 -1.831 0.068
H 9.528 1.200 -2.679 0.115
H 9.155 2.918 -2.693 0.108
H 10.509 3.286 0.179 0.110
H 9.044 2.729 0.974 0.117
H 9.107 4.720 -1.365 0.068
H 8.831 5.105 0.329 0.079
H 7.651 4.126 -0.556 0.075
C -7.645 3.697 3.019 -0.075
C -8.251 5.059 2.722 -0.284
O -9.630 5.156 3.017 -0.157
C -9.995 4.942 4.370 -0.279
C -9.361 5.917 5.347 -0.079
H -8.179 2.911 2.484 0.084
H -6.599 3.684 2.706 0.046
H -7.671 3.459 4.083 0.071
H -8.182 5.268 1.653 0.121
H -7.686 5.844 3.237 0.105
H -9.780 3.910 4.670 0.107
H -11.078 5.057 4.382 0.119
H -8.276 5.815 5.388 0.064
H -9.746 5.732 6.351 0.078
H -9.598 6.945 5.071 0.083
```

Values from the calculation:
HOMO energy   -10.86 eV
ΔE to the lowest compared entry with this formula, charge and spin   0.000 eV
Kohn-Sham gap   8.73 eV
Charge   +1

---

No. 3
Here is a structure of composition C5H7NiO3 in a non-equilibrium geometry from the OMol25 dataset. Energies are from ωB97M-V/def2-TZVPD.

XYZ file:
```
16
Properties=species:S:1:pos:R:3:lowdin_spin:R:1
O -1.079 1.198 0.480 0.086
Ni -2.298 1.638 1.933 1.749
O -1.265 0.033 2.278 0.160
C -0.565 0.157 1.237 0.013
O 0.369 -0.519 0.818 0.025
C -0.586 1.470 -0.862 0.141
C -1.486 2.427 -1.533 0.709
H 0.438 1.856 -0.773 0.008
H -0.553 0.500 -1.386 0.031
H -1.076 3.123 -2.262 0.036
H -2.567 2.295 -1.469 0.043
C 1.258 -2.722 -0.005 0.000
C 2.357 -2.994 0.605 0.000
H 2.476 -3.975 1.094 0.000
H 2.997 -2.158 0.937 0.000
H 1.578 -2.330 -1.090 0.000
```

Values from the calculation:
HOMO energy (alpha / beta)   -15.73 / -18.79 eV
ΔE to the lowest compared entry with this formula, charge and spin   2.594 eV
Kohn-Sham gap (alpha / beta)   5.37 / 7.54 eV
Spin multiplicity   4
Charge   +2